Formula: C24H48O24
Source: the OMol25 dataset
Level of theory: ωB97M-V/def2-TZVPD

Computed properties:
**SMILES string**: COC(=O)OC.COC(=O)OC.COC(=O)OC.COC(=O)OC.COC(=O)OC.COC(=O)OC.COC(=O)OC.COC(=O)OC
**LUMO**: 0.0185 Ha
**F_max**: 5.128 eV/Å
**HOMO level**: -10.52 eV
**Relative energy (zero: lowest compared OMol25 entry of this formula, charge and spin)**: 59.8 kcal/mol

Atoms and positions in Å:
1 C 6.481 0.029 -0.734
2 O 7.872 0.191 -0.889
3 C 8.396 -0.189 -2.023
4 O 7.795 -0.704 -2.917
5 O 9.718 0.057 -1.979
6 C 10.451 -0.201 -3.176
7 H 6.263 -1.031 -0.651
8 H 5.857 0.476 -1.507
9 H 6.172 0.540 0.172
10 H 10.662 -1.268 -3.278
11 H 11.431 0.265 -3.088
12 H 9.930 0.190 -4.042
13 C -1.001 0.674 3.927
14 O -0.193 -0.435 4.212
15 C -0.854 -1.558 4.146
16 O -1.823 -1.682 3.516
17 O -0.228 -2.444 4.823
18 C -0.856 -3.730 4.897
19 H -0.694 1.541 4.491
20 H -2.038 0.454 4.189
21 H -1.013 0.856 2.856
22 H -0.211 -4.418 5.428
23 H -1.057 -4.098 3.891
24 H -1.791 -3.670 5.459
25 C 5.973 -3.762 -1.260
26 O 4.764 -4.036 -1.941
27 C 4.161 -2.977 -2.460
28 O 4.579 -1.884 -2.409
29 O 3.097 -3.400 -3.110
30 C 2.329 -2.501 -3.905
31 H 5.811 -3.126 -0.381
32 H 6.761 -3.263 -1.829
33 H 6.355 -4.713 -0.901
34 H 2.862 -1.658 -4.356
35 H 1.476 -2.061 -3.381
36 H 1.941 -3.061 -4.757
37 C -4.424 1.958 -3.089
38 O -5.583 1.288 -3.543
39 C -6.704 1.807 -3.161
40 O -6.810 2.844 -2.656
41 O -7.688 0.975 -3.429
42 C -8.951 1.322 -3.013
43 H -3.546 1.337 -3.212
44 H -4.569 2.168 -2.031
45 H -4.276 2.897 -3.619
46 H -9.295 0.603 -2.272
47 H -9.620 1.362 -3.863
48 H -8.975 2.293 -2.517
49 C -3.854 -1.869 1.423
50 O -4.358 -2.038 0.140
51 C -5.127 -1.116 -0.314
52 O -5.032 -0.645 -1.383
53 O -6.005 -0.732 0.611
54 C -6.795 0.399 0.282
55 H -3.967 -0.840 1.793
56 H -2.782 -2.024 1.443
57 H -4.326 -2.493 2.180
58 H -7.308 0.287 -0.669
59 H -6.179 1.304 0.239
60 H -7.482 0.547 1.110
61 C 5.445 1.174 2.979
62 O 4.798 -0.080 2.783
63 C 4.115 -0.276 1.719
64 O 3.790 0.538 0.895
65 O 3.836 -1.553 1.661
66 C 2.755 -1.975 0.817
67 H 5.013 1.677 3.851
68 H 5.379 1.818 2.109
69 H 6.459 0.925 3.297
70 H 3.194 -2.417 -0.071
71 H 2.017 -1.205 0.580
72 H 2.190 -2.709 1.388
73 C -1.824 1.360 -0.505
74 O -0.664 1.553 -1.351
75 C 0.262 0.677 -1.326
76 O 0.318 -0.292 -0.666
77 O 1.138 1.085 -2.187
78 C 2.407 0.538 -2.136
79 H -2.187 0.324 -0.524
80 H -2.626 1.990 -0.869
81 H -1.588 1.576 0.533
82 H 2.842 0.517 -3.128
83 H 2.385 -0.497 -1.805
84 H 3.050 1.074 -1.446
85 C -1.800 3.691 2.672
86 O -3.128 4.127 2.472
87 C -4.019 3.207 2.077
88 O -3.785 2.110 1.681
89 O -5.222 3.705 2.265
90 C -6.345 2.947 1.756
91 H -1.413 3.046 1.885
92 H -1.546 3.264 3.637
93 H -1.147 4.569 2.601
94 H -6.246 2.785 0.682
95 H -7.165 3.652 1.848
96 H -6.412 2.040 2.341

Force components x, y, z for each atom (eV/Å):
C -1.04 -0.19 0.35
O 0.38 1.05 1.00
C 0.72 -0.30 -0.19
O -0.13 -0.30 -0.92
O -0.07 0.25 0.07
C 0.34 -0.41 -0.02
H -0.25 0.01 -0.12
H 0.45 -0.19 -0.43
H 0.44 -0.05 0.22
H -0.40 -0.01 -0.12
H -0.21 0.32 0.25
H -0.09 -0.10 -0.11
C -1.13 0.45 -0.67
O 1.35 1.37 1.04
C 1.93 1.00 0.24
O -4.04 -1.17 -1.97
O 1.28 -2.36 1.75
C -0.43 -0.18 -0.20
H 0.56 0.00 0.08
H 0.06 0.12 0.07
H 0.17 0.26 -0.10
H 0.39 0.21 -0.04
H -0.03 -0.02 0.10
H 0.01 0.17 -0.17
C 0.72 0.19 1.14
O 0.14 -0.68 0.17
C -0.16 -1.79 -0.76
O 0.68 3.05 0.27
O -1.00 -0.35 -0.42
C -0.51 0.63 -0.77
H -0.25 -0.14 -0.12
H -0.41 -0.07 -0.55
H -0.13 -0.10 -0.12
H 0.58 -0.26 0.47
H 0.20 -0.34 0.35
H 0.04 -0.29 0.29
C 0.11 0.62 0.49
O 1.43 -1.52 -1.13
C 0.20 -2.39 -1.16
O -0.72 4.47 2.40
O 0.71 -1.36 -0.89
C -1.56 0.77 0.90
H -0.19 -0.40 -0.20
H 0.23 0.11 0.05
H -0.08 0.05 -0.04
H -0.15 -0.27 -0.15
H -0.17 -0.18 -0.14
H 0.15 0.07 -0.15
C 0.77 0.81 2.25
O 1.29 -2.03 -0.36
C -0.92 0.89 1.29
O -0.09 1.04 -2.76
O -0.83 0.13 0.52
C 0.25 0.49 -0.16
H -0.14 -0.14 -0.31
H 0.02 -0.44 -0.35
H -0.09 -0.30 -0.26
H -0.13 -0.22 -0.01
H 0.00 -1.05 -0.43
H -0.21 -0.26 -0.11
C 0.23 0.11 0.89
O 1.51 0.55 2.11
C -1.09 -0.03 -1.76
O -0.17 0.76 -0.32
O -0.73 -1.20 0.19
C -0.37 -0.13 0.13
H -0.33 -0.08 -0.28
H 0.11 -0.12 -0.09
H 0.08 0.17 -0.49
H -0.23 0.01 -0.14
H 0.61 0.27 -0.13
H 0.31 -0.31 -0.02
C 0.17 -0.84 0.04
O -3.61 2.12 0.49
C 0.56 0.52 -0.58
O 0.04 -2.80 2.03
O 0.87 1.16 -1.71
C 1.47 -1.34 0.11
H 0.27 0.12 -0.24
H 0.26 0.27 -0.03
H 0.09 0.17 -0.13
H -0.04 0.33 -0.20
H -0.08 -0.01 0.12
H 0.02 0.22 0.05
C 1.73 0.65 -0.69
O -0.15 -0.17 0.28
C -0.13 0.76 0.89
O 0.49 -1.35 -0.64
O -0.58 0.72 -0.27
C 0.74 1.36 0.02
H -0.49 -0.23 0.01
H -0.83 -0.21 0.23
H -0.46 0.16 0.02
H 0.30 0.18 0.43
H -0.30 -0.31 0.47
H -0.35 -0.13 -0.13

The molecule's Mulliken atomic charges, reported in e, are given here: atom 1 (C): -0.0126, atom 2 (O): -0.3675, atom 3 (C): 0.7867, atom 4 (O): -0.5322, atom 5 (O): -0.3610, atom 6 (C): -0.6457, atom 7 (H): -0.0719, atom 8 (H): 0.3254, atom 9 (H): 0.0058, atom 10 (H): 0.2802, atom 11 (H): 0.2345, atom 12 (H): 0.3046, atom 13 (C): -0.4295, atom 14 (O): -0.4016, atom 15 (C): 0.8913, atom 16 (O): -0.5347, atom 17 (O): -0.3629, atom 18 (C): -0.6670, atom 19 (H): 0.2476, atom 20 (H): 0.3850, atom 21 (H): 0.0446, atom 22 (H): 0.2313, atom 23 (H): 0.2944, atom 24 (H): 0.2895, atom 25 (C): -0.4669, atom 26 (O): -0.3831, atom 27 (C): 0.7435, atom 28 (O): -0.3106, atom 29 (O): -0.3991, atom 30 (C): -0.6752, atom 31 (H): 0.1080, atom 32 (H): 0.2591, atom 33 (H): 0.2926, atom 34 (H): 0.2851, atom 35 (H): 0.2214, atom 36 (H): 0.3572, atom 37 (C): -0.2341, atom 38 (O): -0.3335, atom 39 (C): 0.9150, atom 40 (O): -0.5623, atom 41 (O): -0.3637, atom 42 (C): -0.7526, atom 43 (H): 0.2860, atom 44 (H): -0.1733, atom 45 (H): 0.3839, atom 46 (H): 0.2515, atom 47 (H): 0.2819, atom 48 (H): 0.3473, atom 49 (C): -0.5477, atom 50 (O): -0.3459, atom 51 (C): 0.7027, atom 52 (O): -0.4715, atom 53 (O): -0.4045, atom 54 (C): -0.2280, atom 55 (H): 0.2100, atom 56 (H): 0.2798, atom 57 (H): 0.3546, atom 58 (H): 0.3222, atom 59 (H): -0.4503, atom 60 (H): 0.4480, atom 61 (C): -0.6883, atom 62 (O): -0.3663, atom 63 (C): 0.9881, atom 64 (O): -0.5489, atom 65 (O): -0.3960, atom 66 (C): -0.0302, atom 67 (H): 0.2628, atom 68 (H): 0.3410, atom 69 (H): 0.2666, atom 70 (H): -0.2592, atom 71 (H): 0.1544, atom 72 (H): 0.3397, atom 73 (C): -0.2223, atom 74 (O): -0.4376, atom 75 (C): 0.8233, atom 76 (O): -0.5967, atom 77 (O): -0.4158, atom 78 (C): -0.1725, atom 79 (H): 0.4328, atom 80 (H): -0.0017, atom 81 (H): -0.1316, atom 82 (H): 0.2949, atom 83 (H): -0.0445, atom 84 (H): 0.2308, atom 85 (C): -0.3387, atom 86 (O): -0.3758, atom 87 (C): 0.7533, atom 88 (O): -0.4017, atom 89 (O): -0.3889, atom 90 (C): -0.1492, atom 91 (H): 0.0866, atom 92 (H): 0.2083, atom 93 (H): 0.3570, atom 94 (H): -0.0024, atom 95 (H): 0.2269, atom 96 (H): 0.3202